[1]
36
Properties=species:S:1:pos:R:3 method="wB97M-V/def2-TZVPD" spin_multiplicity=1 smiles="C=C[n+]1cc(B(N)O)c(C(=O)O[C@@H](Cl)CC)cc1C(F)(F)F" total_charge=+1 mol_weight_g_mol=337.51 homo_lumo_gap_ev=7.07
C -2.4711 0.9953 4.2000
C -3.0386 0.8371 2.8036
N -2.1923 0.6113 1.5595
C -1.9130 1.8730 0.7156
C -0.9817 1.8315 -0.6354
B -0.6552 3.2250 -1.5097
N -1.3355 3.3909 -2.8749
O 0.2957 4.2368 -0.9306
C -0.3433 0.3907 -1.0880
C 0.6543 0.1886 -2.4007
O 0.1778 0.0663 -3.6424
O 2.1336 0.1958 -2.1535
C 2.6042 -1.1924 -1.9763
Cl 3.3739 -1.9017 -3.5501
C 3.6169 -1.3805 -0.6682
C 3.8161 -2.9830 -0.2710
C -0.7024 -0.9166 -0.1389
C -1.6610 -0.7697 1.2228
C -1.8963 -2.1410 2.0899
F -0.8139 -2.2403 3.1003
F -1.6744 -3.2950 1.1402
F -3.2661 -2.3199 2.6253
H -2.6676 2.0446 4.7334
H -1.8695 0.1423 4.7391
H -4.2155 0.8687 2.7374
H -2.3939 2.8999 1.0661
H -1.0272 2.6027 -3.5177
H -2.3626 3.2682 -2.6573
H -0.0248 5.1481 -1.2362
H 1.6316 -1.8349 -1.7218
H 3.2305 -0.8226 0.2911
H 4.7145 -0.9964 -0.9366
H 2.7441 -3.4816 -0.4362
H 4.1374 -3.1451 0.8425
H 4.5871 -3.4479 -1.0488
H -0.2119 -1.9482 -0.4726

[2]
67
Properties=species:S:1:pos:R:3 method="wB97M-V/def2-TZVPD" spin_multiplicity=1 e_above_lowest_ev=3.469 total_charge=+1 mol_weight_g_mol=683.13 homo_lumo_gap_ev=3.52
Hg -3.4554 -1.8631 -1.2069
N -1.7577 -0.5184 -0.5393
S -1.4977 0.4367 0.6611
O -1.4771 1.8717 0.4478
O -0.5637 -0.1629 1.6456
F -2.9536 0.2113 1.2580
S -0.4539 0.1712 -1.4477
O 0.8999 0.0341 -0.8653
O -0.7561 1.3733 -2.2642
F -0.3732 -1.0257 -2.5473
C -2.9903 -2.6523 2.0002
O -2.7271 -3.2783 0.8017
H -2.7922 -3.1470 2.9510
H -2.4159 -1.7275 2.0544
H -4.0482 -2.3934 2.0436
H -2.7925 -4.2294 0.9149
C 2.6862 1.3748 -3.7129
O 3.6159 2.2689 -4.2433
H 2.8213 0.5036 -4.3538
H 2.9891 1.1163 -2.6982
H 1.6631 1.7504 -3.6910
H 3.0225 2.7424 -4.8309
C -0.0434 0.8576 -6.7078
O -0.1473 1.6398 -5.5695
H 0.8336 0.2342 -6.5338
H -0.8297 0.1028 -6.7152
H 0.0595 1.3982 -7.6486
H -0.7535 1.2743 -4.9211
C -1.4482 4.3698 -2.3537
O -1.9803 5.6287 -2.7067
H -2.2442 3.7364 -1.9622
H -0.8097 3.7995 -3.0284
H -0.7007 4.5639 -1.5846
H -1.2233 6.2179 -2.7451
O -5.3136 -1.3967 0.1982
H -5.6151 -0.7108 0.7939
H -6.0608 -1.9893 0.1167
O -1.9863 -3.4348 -2.2780
H -1.2571 -3.0567 -2.7696
H -2.1103 -4.3026 -2.6623
C 0.7768 -2.7412 5.1291
C -0.6327 -2.0127 4.9870
O -1.7664 -2.7942 5.3026
H 0.8083 -3.6960 4.6042
H 0.7638 -3.1173 6.1521
H 1.6764 -2.1480 4.9651
H -0.6963 -1.6494 3.9614
H -0.7904 -1.0835 5.5347
H -2.5993 -2.3399 5.1558
C 2.1146 2.5210 1.6635
C 1.8546 3.9198 2.3094
O 3.0735 4.5256 2.4043
H 1.1921 2.1828 1.1916
H 2.0561 1.7166 2.3967
H 2.9326 2.4407 0.9476
H 1.4267 3.8470 3.3092
H 1.0832 4.4844 1.7856
H 2.8184 5.4467 2.4943
C 3.7839 -3.1110 1.7802
C 3.1482 -1.8920 1.1001
O 1.8187 -2.2301 0.7398
H 3.7985 -4.0626 1.2488
H 3.3214 -3.4313 2.7139
H 4.7413 -2.6949 2.0936
H 3.7014 -1.3832 0.3107
H 3.2435 -1.0753 1.8157
H 1.3380 -1.4105 0.6027

[3]
15
Properties=species:S:1:pos:R:3 method="wB97M-V/def2-TZVPD" spin_multiplicity=1 e_above_lowest_ev=2.042 total_charge=0 mol_weight_g_mol=113.12 homo_lumo_gap_ev=9.24
C -2.6779 0.0577 -0.0732
N -1.2985 0.2915 0.0673
C -0.0928 0.5125 0.1449
O 0.4692 1.7488 0.4806
C 1.0166 -0.4457 -0.0805
C 2.4810 -0.0745 0.0379
C 0.6644 -1.6768 -0.3985
O 0.3690 -2.7632 -0.6773
H -2.9013 -0.3955 -1.0464
H -3.0191 -0.6534 0.6873
H -3.2920 0.9637 0.0233
H -0.2713 2.3524 0.6247
H 2.7263 0.7226 -0.6651
H 2.6979 0.2874 1.0437
H 3.1285 -0.9277 -0.1687

[4]
22
Properties=species:S:1:pos:R:3 method="wB97M-V/def2-TZVPD" spin_multiplicity=1 e_above_lowest_ev=5.769 total_charge=0 mol_weight_g_mol=157.17 homo_lumo_gap_ev="7.47 / 7.47"
C 2.1293 0.0478 0.1143
C 2.2181 1.1656 0.9607
C 1.2697 -1.0147 0.1388
C 0.0609 -1.0169 1.3187
C -0.6092 0.1816 0.9680
C -1.9573 -1.2079 -0.6527
C -2.1014 1.4388 -0.4929
N -1.6116 0.1109 0.0642
O 2.9158 2.1229 0.3794
O 1.2277 -2.0216 -0.5826
O 3.0152 0.0073 -1.0197
H -0.5401 -1.8777 1.2400
H 0.6484 -0.9400 2.2047
H -0.2169 1.1575 1.3447
H -2.2109 -0.8437 -1.6244
H -1.1376 -1.8966 -0.5981
H -2.7443 -1.5781 -0.0712
H -1.5011 1.6406 -1.3238
H -3.1704 1.2745 -0.6727
H -1.7990 2.2321 0.0989
H 3.3773 1.8239 -0.4599
H 2.7375 -0.8060 -1.3344

[5]
14
Properties=species:S:1:pos:R:3 method="wB97M-V/def2-TZVPD" spin_multiplicity=1 e_above_lowest_ev=7.886 total_charge=0 mol_weight_g_mol=84.12 homo_lumo_gap_ev="8.64 / 8.64"
C -1.8625 0.5569 0.3358
C -0.6083 -0.0740 -0.1695
C 0.5966 -0.7656 0.5586
C 1.4530 0.0107 -0.2821
C 0.3584 0.4300 -1.2070
O -0.5681 -0.6425 -1.4557
H -1.6426 1.2475 1.1556
H -2.5425 -0.2141 0.7132
H -2.3631 1.0973 -0.4721
H 1.6207 -0.8583 1.4141
H 0.5522 -1.8482 0.4422
H 2.1640 0.7413 0.0744
H 2.5585 -0.9764 0.7493
H 0.2835 1.2954 -1.8568

[6]
24
Properties=species:S:1:pos:R:3 method="wB97M-V/def2-TZVPD" spin_multiplicity=1 e_above_lowest_ev=0.800 smiles=C[Si]1(C)CCCCC1 total_charge=0 mol_weight_g_mol=128.29 homo_lumo_gap_ev=10.45
C 2.4393 -0.4694 1.1814
Si 0.5905 -0.3473 0.6068
C -0.4048 -0.9143 2.0396
C 0.2299 -1.3534 -0.9460
C -0.6232 -0.4435 -1.8770
C -1.6880 0.4351 -1.2219
C -1.0937 1.7310 -0.6704
C 0.2161 1.4861 0.1165
H 2.9650 0.3776 0.7372
H 2.9994 -1.4497 1.1188
H 2.3704 -0.1446 2.1935
H -0.2776 -0.2839 2.9259
H -1.4342 -0.8343 1.7830
H -0.4671 -1.9562 2.3715
H -0.3712 -2.1786 -0.5357
H 1.1279 -1.7466 -1.3380
H -1.0300 -0.9970 -2.7882
H 0.1759 0.1712 -2.4192
H -2.4659 0.5946 -2.0126
H -2.0352 -0.1325 -0.3450
H -0.9127 2.4309 -1.4737
H -1.8331 2.2777 -0.0810
H 0.3785 2.0218 1.0714
H 1.1437 1.7254 -0.4371

[7]
22
Properties=species:S:1:pos:R:3 method="wB97M-V/def2-TZVPD" spin_multiplicity=1 e_above_lowest_ev=2.028 smiles="CC(C)=Nc1ccccc1O" total_charge=0 mol_weight_g_mol=149.19 homo_lumo_gap_ev=8.70
C 3.1162 -0.8850 -0.5927
C 1.9025 -0.1309 -0.0504
C 1.9758 0.8138 1.1066
N 0.7880 -0.3869 -0.6263
C -0.5527 -0.0190 -0.3096
C -1.1155 -1.2673 0.0251
C -2.4355 -1.4767 0.2123
C -3.2345 -0.3444 0.1438
C -2.7446 0.8660 -0.1382
C -1.4044 1.1235 -0.4064
O -1.1758 2.4339 -0.7868
H 3.1454 -0.5743 -1.6778
H 4.0584 -0.5874 -0.1075
H 3.1552 -2.0083 -0.4608
H 1.0541 0.7141 1.6955
H 2.9215 0.6736 1.7386
H 1.9752 1.8536 0.8073
H -0.3937 -2.0508 0.2814
H -2.9497 -2.4670 0.5348
H -4.3208 -0.4624 0.1398
H -3.4548 1.6107 -0.4872
H -0.3106 2.5711 -1.0415

[8]
58
Properties=species:S:1:pos:R:3 method="wB97M-V/def2-TZVPD" spin_multiplicity=1 smiles="CCCCCCCCCCCC1=CC(=O)C(S)=CC1=O.CCCC#N" total_charge=0 mol_weight_g_mol=363.57 homo_lumo_gap_ev=7.82
C 0.9994 -2.4358 -0.2213
C 0.6514 -1.0029 -0.6500
C -0.1753 -0.9596 -1.9400
C -1.6834 -1.1395 -1.7444
C -2.3004 -0.1575 -0.7446
C -3.8144 0.0484 -0.9315
C -4.3294 1.4964 -0.7765
C -3.5438 2.3837 0.2076
C -2.7839 3.5648 -0.4221
C -2.1535 3.2917 -1.7946
C -0.9421 4.1793 -2.1252
C 0.3240 3.7139 -1.4676
C 1.1711 2.8652 -2.0542
C 2.4206 2.4014 -1.4232
O 3.2442 1.7673 -2.0484
C 2.6418 2.7734 0.0145
S 3.9592 2.0116 0.8597
C 1.8185 3.6483 0.6046
C 0.6770 4.2468 -0.1092
O 0.0548 5.1686 0.3810
H 1.8758 -2.7830 -0.7740
H 1.2161 -2.4767 0.8447
H 0.1640 -3.1081 -0.4302
H 1.5774 -0.4419 -0.8078
H 0.1287 -0.4971 0.1660
H 0.1884 -1.7592 -2.5960
H -0.0018 -0.0175 -2.4729
H -1.9044 -2.1686 -1.4384
H -2.1737 -1.0028 -2.7147
H -1.7584 0.7901 -0.8071
H -2.1156 -0.5257 0.2686
H -4.0925 -0.3035 -1.9303
H -4.3522 -0.6038 -0.2377
H -5.3682 1.4387 -0.4402
H -4.3760 1.9684 -1.7607
H -4.2422 2.8061 0.9354
H -2.8503 1.7766 0.7948
H -2.0173 3.9057 0.2759
H -3.4708 4.4103 -0.5364
H -1.8708 2.2421 -1.9041
H -2.8994 3.4867 -2.5702
H -1.1493 5.2079 -1.8190
H -0.7790 4.1695 -3.2053
H 0.9990 2.4778 -3.0536
H 4.6101 1.6554 -0.2564
H 1.9644 3.9733 1.6281
C 4.1211 -5.2123 2.5380
C 3.6394 -5.2313 3.9825
C 2.1520 -5.5825 4.1061
C 1.3082 -4.6116 3.4080
N 0.6829 -3.8232 2.8531
H 3.5945 -4.4541 1.9568
H 5.1868 -4.9899 2.4894
H 3.9579 -6.1788 2.0570
H 3.8143 -4.2593 4.4475
H 4.2065 -5.9656 4.5573
H 1.8421 -5.6089 5.1516
H 1.9566 -6.5687 3.6798

[9]
13
Properties=species:S:1:pos:R:3 method="wB97M-V/def2-TZVPD" spin_multiplicity=1 e_above_lowest_ev=2.725 smiles=CCO[C@@H](Br)C#N total_charge=0 mol_weight_g_mol=164.00 homo_lumo_gap_ev=10.86
C 1.6174 -0.2486 -0.3585
C 0.8030 -0.5185 0.8866
O -0.2651 0.4303 0.9273
C -1.4544 0.2375 -0.3558
Br -2.3992 -1.4163 -0.1424
C -2.2918 1.3537 -0.2405
N -2.9435 2.2946 -0.1276
H 1.2108 -0.6698 -1.1703
H 1.7998 0.7316 -0.6822
H 2.7084 -0.6884 -0.2484
H 1.3269 -0.2981 1.7487
H 0.6584 -1.5958 1.0877
H -0.7708 0.3878 -1.3245

[10]
47
Properties=species:S:1:pos:R:3 method="wB97M-V/def2-TZVPD" spin_multiplicity=2 e_above_lowest_ev=0.672 total_charge=+2 mol_weight_g_mol=492.57 homo_lumo_gap_ev="6.40 / 6.11"
C 2.4032 -0.9075 -0.8740
C 1.7632 0.0180 -1.8616
H 3.1732 -1.4949 -1.3991
H 1.7682 -1.7270 -0.3711
H 2.8867 -0.3249 -0.0763
O 2.2295 0.2559 -2.9833
I -0.8604 -3.1715 0.9712
Ti -0.0498 -1.1329 -0.3357
P -0.1286 -2.2396 -2.6243
C -0.6605 -1.0794 -3.9275
C 1.3637 -3.0049 -3.3257
H -1.2139 -4.2994 -1.9579
H -1.3210 -4.0070 -3.7314
H -2.3857 -3.1150 -2.5911
C -1.3884 -3.5472 -2.7356
H 1.8545 -3.6106 -2.5543
H 1.0631 -3.6479 -4.1631
H -0.8726 -1.6609 -4.8358
H 0.1398 -0.3523 -4.1152
H 2.0555 -2.2244 -3.6666
H -1.5609 -0.5536 -3.5901
C 0.5497 0.7862 -1.3914
O 0.1897 1.8857 -1.6994
Cl -2.1679 -0.3641 -0.8482
C -2.6087 3.5648 1.4457
N -1.5586 2.7634 2.1324
C -2.1507 1.8604 3.1589
C -0.6729 2.0457 1.1283
C 0.3908 1.2621 1.8279
C 1.1162 1.9080 2.8522
C 2.0036 1.1795 3.6463
C 2.2069 -0.1793 3.3956
C 1.5630 -0.7858 2.3077
C 0.6889 -0.0572 1.4972
H -3.2852 2.8755 0.9290
H -2.1304 4.2373 0.7250
H -3.1472 4.1508 2.1978
H -0.9306 3.4149 2.6197
H -2.7785 1.1194 2.6529
H -1.3605 1.3689 3.7266
H -2.7536 2.4804 3.8333
H -1.3316 1.4267 0.5040
H -0.2435 2.8303 0.4874
H 0.9917 2.9838 3.0276
H 2.5293 1.6759 4.4644
H 2.8806 -0.7626 4.0260
H 1.7510 -1.8436 2.1016

[11]
118
Properties=species:S:1:pos:R:3 method="wB97M-V/def2-TZVPD" spin_multiplicity=1 e_above_lowest_ev=9.555 smiles="NC(N)=O.NC(N)=O.CC(C)O.CC(C)O.CC(C)O.CC(C)O.CC(C)O.CC(C)O.CC(C)O.CC(C)O.CO" total_charge=0 mol_weight_g_mol=632.92 homo_lumo_gap_ev=8.73
N 19.1563 -9.4847 -13.1933
C 18.6501 -8.4461 -12.5644
N 18.5535 -8.6040 -11.2676
O 17.9188 -7.4973 -13.3640
H 19.2361 -9.4326 -14.1669
H 19.7341 -10.1495 -12.7096
H 18.2744 -7.7666 -10.7685
H 18.2944 -9.5388 -10.9300
N 15.6338 -4.3547 -14.3866
C 14.8986 -5.4085 -14.6339
N 15.5406 -6.5114 -14.4519
O 13.5245 -5.5012 -14.9782
H 15.1705 -3.4041 -14.4214
H 16.5972 -4.4459 -14.0504
H 14.7793 -7.1929 -14.5370
H 16.4045 -6.8031 -14.0247
C 10.8848 -9.5655 -9.4149
C 11.9828 -8.5758 -9.7774
C 11.4244 -7.1633 -9.6141
O 13.1126 -8.7948 -9.2372
H 11.1888 -10.6442 -9.5510
H 10.0570 -9.4031 -10.1463
H 10.4708 -9.3222 -8.4012
H 12.1497 -8.5839 -10.8100
H 10.6209 -6.8374 -10.1976
H 12.1794 -6.4087 -9.6985
H 10.9783 -7.1467 -8.5785
H 13.7100 -8.0643 -9.4302
C 19.9221 -6.4880 -8.2496
C 18.6453 -7.2114 -8.3878
C 17.7347 -7.1544 -7.2404
O 18.0310 -6.7561 -9.3668
H 19.8100 -5.5256 -7.7530
H 20.5146 -6.3064 -9.1085
H 20.5570 -7.1754 -7.6291
H 18.7896 -8.2846 -8.6377
H 18.2856 -7.4919 -6.3452
H 16.8667 -7.8378 -7.3787
H 17.2586 -6.2149 -7.0512
H 18.3409 -5.8811 -9.5058
C 13.5070 -10.7170 -12.2737
C 13.4723 -12.1151 -12.8274
C 12.1640 -12.6158 -13.2794
O 14.3051 -12.2304 -13.7686
H 13.1197 -10.6633 -11.2469
H 12.9426 -10.1247 -12.9077
H 14.5659 -10.4029 -12.2492
H 13.8195 -12.7557 -12.1271
H 11.8546 -12.1393 -14.2452
H 11.4169 -12.3988 -12.5249
H 12.1000 -13.6905 -13.4643
H 15.1290 -12.0855 -13.3158
C 19.7281 -5.4565 -11.7819
C 18.6994 -4.4042 -11.2946
C 17.3748 -4.7586 -11.8960
O 18.6697 -4.2146 -10.0212
H 19.6497 -6.3316 -11.1576
H 20.6814 -5.0884 -11.8442
H 19.4839 -5.6468 -12.8057
H 19.0219 -3.5070 -11.7439
H 16.5911 -3.9921 -11.9725
H 17.0008 -5.6719 -11.3361
H 17.5297 -5.0508 -12.9201
H 17.7613 -3.9587 -9.7084
C 12.7323 -3.1908 -9.6164
C 13.4963 -3.7667 -10.7825
C 12.6414 -4.3038 -11.8957
O 14.3888 -3.0508 -11.1690
H 11.9909 -3.8985 -9.1963
H 12.2151 -2.3091 -9.9824
H 13.3632 -2.9476 -8.7583
H 13.9540 -4.7233 -10.3941
H 13.1709 -4.7434 -12.7333
H 12.0765 -3.4277 -12.3537
H 11.8247 -4.8912 -11.4543
H 14.2280 -2.6859 -12.0058
C 17.2371 -3.6899 -6.8268
C 16.0891 -3.5176 -7.8470
C 16.1080 -2.0645 -8.2838
O 16.1724 -4.2328 -8.8944
H 16.8435 -4.4708 -6.0758
H 17.4400 -2.8260 -6.2020
H 18.1243 -3.9213 -7.4438
H 15.1153 -3.7420 -7.4351
H 15.8383 -1.4352 -7.4308
H 15.3408 -1.8691 -9.1177
H 17.0143 -1.7127 -8.7660
H 15.6104 -3.9144 -9.5595
C 16.1532 -10.0004 -9.6913
C 16.9596 -11.2607 -9.9713
C 16.2205 -12.4080 -10.5443
O 17.8768 -11.1843 -10.7604
H 15.6631 -10.0508 -8.7072
H 15.2494 -9.8997 -10.3053
H 16.7177 -9.0851 -9.4990
H 17.4930 -11.5180 -9.0284
H 16.7315 -13.3608 -10.4811
H 15.9017 -12.2258 -11.5605
H 15.3352 -12.4481 -9.9252
H 18.4559 -11.9580 -10.7871
C 12.1530 -5.5541 -6.2435
C 13.4098 -6.0042 -5.5702
C 14.2995 -6.6176 -6.6702
O 14.2241 -5.2182 -5.1297
H 11.8715 -6.5351 -6.7562
H 12.2311 -4.9166 -7.1108
H 11.5021 -5.1972 -5.4113
H 13.1971 -6.6537 -4.7397
H 14.3466 -5.9167 -7.5069
H 13.8131 -7.4569 -7.2031
H 15.3919 -6.8464 -6.3776
H 14.6676 -5.4611 -4.3566
C 15.0820 -7.4013 -11.2094
O 15.0096 -7.0158 -9.8550
H 16.1207 -7.6735 -11.6075
H 14.7759 -6.6134 -11.8162
H 14.3961 -8.1129 -11.4934
H 15.7723 -6.5413 -9.5331

[12]
16
Properties=species:S:1:pos:R:3 method="wB97M-V/def2-TZVPD" spin_multiplicity=1 e_above_lowest_ev=0.291 smiles=Cc1c[nH]c(C)c1 total_charge=0 mol_weight_g_mol=95.14 homo_lumo_gap_ev=8.89
C -2.2692 -0.6723 -1.1357
C -1.1148 -0.1407 -0.3454
C -0.7659 1.1559 -0.0724
N 0.5195 1.1503 0.4184
C 1.0266 -0.1217 0.4641
C 2.4994 -0.3238 0.6197
C 0.0305 -0.9292 -0.0322
H -3.2414 -0.4740 -0.6661
H -2.2017 -1.7624 -1.1836
H -2.3474 -0.2728 -2.1464
H -1.3182 2.0793 -0.0409
H 0.9908 1.9875 0.7134
H 2.8391 -0.0867 1.6303
H 3.0104 0.3306 -0.0787
H 2.7622 -1.3527 0.3778
H 0.0729 -2.0016 -0.1083

[13]
15
Properties=species:S:1:pos:R:3 method="wB97M-V/def2-TZVPD" spin_multiplicity=1 e_above_lowest_ev=6.078 smiles=O[C@@]12CCO[C@H]1C2 total_charge=0 mol_weight_g_mol=100.12 homo_lumo_gap_ev=8.51
O -1.1895 -0.9987 -0.3527
C -0.7249 0.2887 -0.1224
C -0.0176 0.1022 1.3108
C 0.9835 -1.0514 0.7208
O 1.1577 -0.7884 -0.7103
C 0.6807 0.4479 -0.9968
C -0.6966 1.1076 -1.2291
H -2.1538 -0.9929 -0.6083
H 0.6329 1.0002 1.4075
H -0.6832 -0.1128 2.3525
H 0.4980 -2.0888 0.6800
H 1.9389 -1.0312 1.3266
H 1.4837 1.1032 -0.6543
H -1.4023 0.7795 -1.9645
H -0.5075 2.2348 -1.1599